The following is a quantum chemistry calculation of a structure of composition C25H27AsN2O3S2SbSe4Tc, from OMol25.

The energy relative to the best compared isomer or geometry (same formula, charge and spin) comes out at 1.3 kcal/mol. The electronic energy is -388122.953 eV. As for the spin multiplicity: 2. Its charge is -1. The value obtained for the HOMO energy (alpha / beta) is -0.173 / -0.173 hartree.

```
66
C25H27AsN2O3S2SbSe4Tc, DFT ωB97M-V/def2-TZVPD
Tc -0.5475 -0.3491 0.5467
Se -5.6780 -0.1109 0.5226
Sb -3.8908 -1.6959 0.7195
Se -2.0885 -1.1107 -1.0566
Se -2.1181 -0.8429 2.3611
Se -4.2317 -4.0194 0.8868
S 1.0085 0.1370 -1.3395
C 2.0696 1.3751 -0.7935
N 2.0498 2.0660 0.3107
C 3.0821 2.9779 0.3611
C 3.2960 3.8744 1.4082
C 4.3642 4.7518 1.3477
C 5.2277 4.7501 0.2506
C 5.0249 3.8724 -0.8037
C 3.9522 2.9939 -0.7424
S 3.4172 1.7945 -1.8760
H 2.6211 3.8595 2.2554
H 4.5362 5.4473 2.1606
H 6.0615 5.4396 0.2207
H 5.6923 3.8759 -1.6561
C -0.8155 4.2481 0.8727
As -1.3089 2.5893 1.6863
C -0.3742 2.4993 3.3448
C -3.2049 2.5774 1.9450
O -0.8188 1.5004 0.4686
H -1.0515 5.0744 1.5420
H -1.3584 4.3545 -0.0648
H 0.2540 4.2091 0.6683
H -0.5488 3.4435 3.8616
H 0.6826 2.3485 3.1388
H -0.7495 1.6609 3.9237
H -3.5553 3.6095 1.9688
H -3.4413 2.0530 2.8669
H -3.6807 2.0303 1.1288
C 3.1854 4.1625 5.4873
C 2.4084 2.8788 5.6555
C 1.2594 2.9107 6.4350
C 0.5078 1.7603 6.6148
C 0.9084 0.5850 6.0209
C 2.0694 0.5226 5.2405
N 2.3676 -0.7658 4.7568
C 3.2877 -1.1105 3.7246
C 4.5990 -1.4351 4.0508
C 5.5022 -1.7897 3.0630
C 5.0971 -1.8670 1.7358
C 3.7764 -1.6137 1.4078
C 2.8762 -1.2271 2.3979
C 1.4900 -0.9102 1.9709
O 0.8848 0.1103 2.3509
O 0.9302 -1.6427 1.0799
C 2.8358 1.6868 5.0437
C 4.0964 1.6982 4.2162
H 2.6700 4.9810 5.9889
H 3.3040 4.4375 4.4371
H 4.1882 4.0883 5.9140
H 0.9521 3.8419 6.8960
H -0.3952 1.7805 7.2126
H 0.3221 -0.3175 6.1526
H 1.5183 -1.3071 4.6859
H 4.8957 -1.3966 5.0909
H 6.5257 -2.0195 3.3310
H 5.8028 -2.1450 0.9643
H 3.4190 -1.6906 0.3883
H 4.8849 1.0981 4.6745
H 4.4848 2.7057 4.1063
H 3.9339 1.3073 3.2128
```


The following is a quantum chemistry calculation of a structure of composition C25H27AuClN6P, from OMol25.

The energy relative to the best compared isomer or geometry (same formula, charge and spin) comes out at 0.0 kcal/mol. The electronic energy is -60807.401 eV. The value obtained for the HOMO energy is -0.270 hartree.

```
61
C25H27AuClN6P, DFT ωB97M-V/def2-TZVPD
Au -1.0380 0.7748 0.4340
Cl -2.9892 -0.2895 3.9563
C -2.8793 -1.6369 2.8521
C -2.8322 -2.9105 3.4011
C -2.7142 -4.0150 2.5756
C -2.6374 -3.8260 1.2013
C -2.6847 -2.5481 0.6758
C -2.8181 -1.4072 1.4762
C -2.8794 -0.0517 0.8623
H -2.8857 -3.0254 4.4755
H -2.6876 -5.0092 3.0022
H -2.5395 -4.6769 0.5380
H -2.6164 -2.4082 -0.3968
H -3.3995 0.6455 1.5167
H -3.4373 -0.1043 -0.0773
N 3.0516 6.5972 0.9297
C 3.4963 7.8103 0.4569
C 4.1826 8.8627 1.0550
C 4.4938 9.9366 0.2460
C 4.1362 9.9619 -1.1126
C 3.4590 8.9149 -1.7010
C 3.1351 7.8183 -0.9007
N 2.4875 6.6442 -1.2243
C 2.4510 5.9494 -0.1210
C 1.8486 4.6200 -0.0152
C 1.2255 4.0643 -1.1311
C 0.6369 2.8239 -1.0215
N 0.6292 2.1149 0.1160
C 1.2494 2.6342 1.1788
C 1.8662 3.8696 1.1564
H 3.1170 6.2708 1.8761
H 4.4564 8.8451 2.1025
H 5.0291 10.7785 0.6659
H 4.4024 10.8273 -1.7059
H 3.1789 8.9330 -2.7459
H 1.2086 4.6177 -2.0590
H 0.1461 2.3611 -1.8678
H 1.2453 2.0306 2.0768
H 2.3540 4.2241 2.0547
C 0.7774 -3.2295 -4.2776
N 1.6857 -2.0851 -4.2411
C 1.2068 -1.0836 -5.1899
N -0.1760 -0.6692 -4.9649
C -1.0252 -1.8581 -4.9800
N -0.6174 -2.8814 -4.0220
C -0.8169 -2.4307 -2.6464
P 0.1679 -0.9047 -2.1761
C 1.7859 -1.5336 -2.8912
C -0.3125 0.0673 -3.7098
H 1.1026 -3.9646 -3.5390
H 0.8380 -3.6797 -5.2709
H 1.2744 -1.5063 -6.1946
H 1.8543 -0.2058 -5.1367
H -0.9837 -2.2922 -5.9813
H -2.0544 -1.5618 -4.7681
H -0.5457 -3.2357 -1.9591
H -1.8775 -2.2152 -2.4972
H 2.1755 -2.3017 -2.2187
H 2.5040 -0.7093 -2.8922
H 0.3132 0.9630 -3.7653
H -1.3490 0.3962 -3.5957
```


The following is a quantum chemistry calculation of a structure of composition C25H27BClF2MnN4O6, from OMol25.

The energy relative to the best compared isomer or geometry (same formula, charge and spin) comes out at 9.3 kcal/mol. The electronic energy is -94567.969 eV. As for the spin multiplicity: 2. Its charge is -1. The value obtained for the HOMO energy (alpha / beta) is -0.088 / -0.088 hartree.

```
67
C25H27BClF2MnN4O6, DFT ωB97M-V/def2-TZVPD
Mn -0.2291 -0.4624 -0.5093
O 2.8154 -2.6178 2.2431
C 2.7451 -1.6522 3.1808
C 3.5791 -1.8392 4.2906
C 3.6307 -0.9051 5.2976
C 2.8545 0.2502 5.2263
C 2.0323 0.4362 4.1357
C 1.9543 -0.4997 3.1037
C 1.0383 -0.1979 1.9640
O 0.7795 -1.2822 1.1197
N 0.5464 0.9404 1.8099
N -0.2458 1.0704 0.6310
C -0.8342 2.1841 0.5068
C -1.6143 2.5422 -0.6563
C -2.1771 3.8288 -0.6834
C -2.9226 4.2713 -1.7431
C -3.1186 3.3994 -2.8319
C -2.5780 2.1448 -2.8474
C -1.8005 1.6511 -1.7552
O -1.3218 0.4557 -1.8196
H 2.1206 -2.4876 1.5803
H 4.1815 -2.7378 4.3181
H 4.2779 -1.0749 6.1500
H 2.8913 0.9919 6.0124
H 1.4117 1.3189 4.0575
H -0.7276 2.9031 1.3196
H -1.9967 4.4860 0.1624
H -3.3396 5.2689 -1.7489
H -3.7105 3.7295 -3.6789
H -2.7165 1.4863 -3.6973
N 4.6460 4.3852 -1.3032
C 3.5388 1.6048 -1.9670
C 2.3200 1.3607 -1.1969
N 1.5382 0.0255 -1.4209
H 4.2914 3.4241 -1.5459
H 4.7922 4.3795 -0.2983
H 3.8633 5.0129 -1.4600
H 4.4021 0.9886 -1.6894
H 3.3970 1.7198 -3.0482
H 1.5579 2.1228 -1.3970
H 2.5300 1.3536 -0.1217
H 2.1997 -0.7290 -1.2426
H 1.3422 -0.0287 -2.4191
C -4.9469 -4.9770 -0.3116
C -5.0439 -3.5256 -0.7059
C -6.0944 -2.7356 -0.2542
C -6.1466 -1.3911 -0.5784
Cl -7.4832 -0.4267 0.0068
C -5.1707 -0.8000 -1.3597
C -4.1309 -1.5871 -1.8369
C -4.0791 -2.9262 -1.5101
O -3.0601 -3.7230 -2.0309
C -1.9502 -3.9055 -1.1670
C -1.1573 -2.6438 -0.8402
O -1.5064 -1.9670 0.2859
O -0.2037 -2.2791 -1.4732
H -5.9383 -5.4016 -0.1556
H -4.3906 -5.0867 0.6223
H -4.4339 -5.5586 -1.0762
H -6.8762 -3.1725 0.3553
H -5.2101 0.2571 -1.5862
H -3.3469 -1.1464 -2.4391
H -1.2568 -4.5624 -1.6852
H -2.2705 -4.3617 -0.2283
F -1.0854 -1.6028 2.5738
B -0.4736 -2.0742 1.4572
F -0.1325 -3.4143 1.5272
```


The following is a quantum chemistry calculation of a structure of composition C25H27FHfN8O11S4, from OMol25.

The energy relative to the best compared isomer or geometry (same formula, charge and spin) comes out at 30.8 kcal/mol. The electronic energy is -108177.995 eV. The value obtained for the HOMO energy is -0.277 hartree.

```
77
C25H27FHfN8O11S4, DFT ωB97M-V/def2-TZVPD
Hf -0.0054 -0.8018 -0.1168
N -0.3635 -0.2331 4.5693
C -0.2149 -0.9258 3.4220
S 1.3172 -1.4673 2.9398
N -1.3526 -1.2711 2.8121
N -1.3736 -1.5321 1.5229
C -2.2654 -2.3846 1.1048
C -2.5131 -2.5045 -0.3072
C -3.4599 -3.3923 -0.8224
C -3.7498 -3.3649 -2.1708
C -3.0902 -2.4506 -2.9830
C -2.1420 -1.6197 -2.4174
N -1.8551 -1.6395 -1.1112
H 0.4725 0.1795 4.9418
H -1.2220 0.2813 4.6895
H -2.8676 -2.9337 1.8200
H -3.9595 -4.0751 -0.1479
H -4.4873 -4.0405 -2.5838
H -3.2937 -2.3844 -4.0416
H -1.5834 -0.9176 -3.0207
O 0.1115 2.7188 -2.7392
S 0.4282 1.3225 -2.6148
O -0.1355 0.4601 -3.6118
O 0.1364 0.8630 -1.2016
C 2.2060 1.2006 -2.6068
C 2.9272 2.3838 -2.6917
C 4.3022 2.3707 -2.5254
C 4.9548 1.1725 -2.2656
C 4.2373 -0.0088 -2.1861
C 2.8588 0.0038 -2.3467
S 2.0887 -1.6132 -2.2942
O 2.7968 -2.3156 -1.2353
O 2.2829 -2.1601 -3.6031
O 0.6388 -1.4970 -1.9235
H 2.3792 3.2961 -2.8892
H 4.8646 3.2922 -2.6019
H 6.0282 1.1566 -2.1307
H 4.7265 -0.9536 -1.9927
C 2.7071 -4.0514 1.1345
S 1.3277 -4.0372 -0.0328
C 0.4008 -5.3350 0.8582
O 0.4634 -2.8303 0.3245
H 2.3541 -3.6638 2.0863
H 3.4818 -3.4115 0.7255
H 3.0547 -5.0793 1.2203
H 0.9441 -6.2736 0.7566
H -0.5785 -5.4211 0.3905
H 0.2960 -5.0550 1.9048
C -4.6740 -0.1630 0.3296
C -3.6967 0.9513 0.1727
N -2.3771 0.9042 0.1491
C -1.9719 2.2241 0.0163
C -3.0427 3.0508 -0.0518
N -4.1362 2.2278 0.0461
H -4.1893 -1.0323 0.7524
H -5.1048 -0.4426 -0.6352
H -5.4823 0.1380 0.9965
H -0.9394 2.4982 -0.0494
H -3.1067 4.1203 -0.1491
H -5.0950 2.5219 0.0243
F 0.7732 5.6213 -0.7360
C 0.7795 4.8679 0.3657
C 1.6841 3.8949 0.5180
N 1.7676 3.1379 1.6646
C 2.4701 1.8622 1.6174
C 1.5490 0.7842 1.0577
O 2.0156 -0.1260 0.3241
O 0.3183 0.8384 1.3116
C 0.8952 3.3467 2.7286
O 0.9662 2.7410 3.7747
N -0.0288 4.3482 2.5155
C -0.2509 5.1080 1.3665
O -1.1978 5.8535 1.2736
H 2.3935 3.6748 -0.2688
H 2.7532 1.5747 2.6292
H 3.3565 1.9441 0.9929
H -0.7028 4.4732 3.2558
```